2 unconnected molecules or ions with the total composition C39H46F6N4P. Source: OMol25; level of theory: ωB97M-V with the def2-TZVPD basis set.

The geometry in XYZ format:
```
96
Properties=species:S:1:pos:R:3:forces:R:3:mulliken_charge:R:1
C 2.886479 8.503045 8.873727 -0.34 0.38 -0.09 -0.803
C -0.994756 0.006793 10.675694 -1.01 0.34 -0.49 -0.430
C -2.284856 5.335843 8.906675 1.21 0.22 0.39 -0.861
N -4.165887 1.589827 4.782210 -1.34 0.93 0.39 0.676
H -4.778537 6.359155 3.962638 -0.02 -0.01 0.00 0.389
H 0.333856 6.809813 12.856659 -0.06 0.93 0.08 0.349
C 1.629554 -3.083294 12.490325 0.43 0.05 0.37 -0.785
H 2.976926 10.195619 7.507426 -0.10 -0.19 0.17 0.400
H -2.852814 -1.486186 4.366565 0.00 0.00 0.11 0.445
H -5.337192 -0.189759 3.181653 -0.06 -0.05 -0.16 0.472
C -5.362612 -0.463347 4.232465 0.13 -0.54 0.00 -1.928
H -6.226240 2.119580 5.124479 0.66 0.08 -0.37 0.261
H -3.986538 5.661402 2.535586 -0.14 0.01 -0.43 0.484
C -2.071284 -0.890318 10.900374 -0.07 1.72 -0.71 1.794
C -2.790673 2.893888 8.780694 -0.65 -0.38 0.27 0.496
H -2.806387 -0.111078 3.274203 -0.12 -0.01 0.24 0.422
H 1.125566 -5.096396 9.762376 -0.12 0.36 0.39 0.370
C -0.300389 -3.667474 10.570405 0.58 -0.06 -0.25 0.041
H -1.763166 4.519233 2.678484 -0.03 0.13 0.29 0.441
F -0.711172 8.924095 14.169739 -0.42 -0.27 -1.55 -0.286
H -3.797394 -2.766649 11.428071 0.42 -0.23 0.83 0.395
C 0.208834 9.267390 9.251628 0.36 -0.22 -0.04 0.083
N -3.590860 3.910580 4.513640 -2.70 0.19 0.01 0.589
H -3.355420 0.107253 7.022190 -0.02 0.04 -0.20 0.405
C -5.061486 3.776332 4.231651 -0.57 0.38 -0.62 -0.453
F -4.241909 -3.179757 14.013375 0.90 0.60 -0.35 -0.294
C -2.159365 4.081956 9.515429 -0.24 1.01 -0.23 0.438
F -3.444211 -1.163245 13.597669 0.01 -0.68 0.20 -0.269
C -2.869885 -0.396913 4.333990 0.30 -0.12 -0.35 -1.828
C -0.841285 6.396257 10.536100 -0.42 -1.77 -0.59 0.902
H -2.351528 6.908175 5.647547 -0.14 -0.44 -0.29 0.410
H -5.110527 0.198983 6.930610 -0.08 0.05 -0.08 0.304
C -2.753527 5.882680 5.720818 0.35 0.13 0.35 -1.978
C 2.072541 7.799452 9.769801 0.32 -0.01 -0.54 0.113
H 3.923895 8.197277 8.714548 -0.36 0.16 0.10 0.377
C -4.160961 0.131398 4.967812 0.32 -0.95 0.27 1.349
H -0.373552 5.189437 12.290507 -0.50 -0.44 -0.49 0.268
C -3.563676 0.661870 9.764831 0.60 0.82 -0.33 -0.975
C -5.412949 2.282937 4.382424 -0.63 0.05 -0.44 -0.378
C -3.171752 -2.490385 13.497821 -1.19 0.32 0.74 1.011
H -2.039207 5.327025 6.347097 -0.26 0.05 -0.31 0.599
C 0.929272 -4.332863 10.525565 0.29 0.07 0.57 -0.829
H -1.101015 5.935782 3.492630 -0.11 -0.08 0.12 0.434
C -0.518182 -2.675351 11.514760 0.04 0.00 0.60 -0.790
H -2.567425 -3.923105 12.050715 -0.43 0.57 0.18 0.372
H -0.342858 1.830709 9.857930 -0.46 0.09 -0.07 0.532
H 0.189246 -1.646763 13.259603 0.11 -0.17 -0.14 0.493
H -1.450805 7.365202 8.724677 -0.47 -0.42 0.16 0.307
C -2.913676 -2.869247 12.089934 1.19 -0.41 -2.05 -1.094
H -3.291897 7.075421 3.335485 -0.17 -0.47 0.10 0.454
F -0.928562 9.790203 12.131796 -0.29 -0.68 0.80 -0.242
F -2.086493 7.992563 12.681173 0.67 0.74 0.39 -0.260
C -3.374863 -0.533399 10.452413 1.32 0.03 0.09 -1.062
H -3.703275 5.967713 6.254093 -0.02 -0.09 -0.01 0.530
H -1.505077 3.196282 11.417801 -0.12 0.07 -0.42 0.475
C 2.355948 9.614812 8.187929 0.21 -0.53 0.32 -0.388
C -0.893100 5.195159 11.324995 -0.27 1.52 -1.26 -1.135
H -4.186733 -1.218857 10.640208 -0.21 0.35 -0.18 0.272
C -2.960644 5.210951 4.366472 1.31 1.34 -0.08 1.309
H -2.687285 2.787192 7.640935 1.37 0.41 1.34 -1.191
F -2.103314 -2.748404 14.250817 -0.09 0.02 0.33 -0.238
H -3.867559 3.060825 8.681044 -0.37 -0.04 0.92 0.647
N -0.079885 7.479375 10.878454 1.13 1.02 1.53 0.521
H -0.826476 9.549782 9.441244 0.31 -0.01 -0.07 0.486
H -0.899132 4.335519 4.216215 -0.51 0.29 0.02 0.391
C -1.610167 4.983087 3.666479 0.39 -0.12 -0.42 -1.849
N -1.794135 -2.036933 11.567982 -1.40 -1.87 0.91 0.516
H -4.289274 -1.321227 6.596624 0.02 0.27 -0.19 0.493
H 2.354020 -2.877580 13.297773 -0.35 -0.20 -0.62 0.354
H -2.921137 5.461342 8.065188 -0.26 -0.19 -0.46 0.923
C 0.221617 7.765954 12.308461 0.66 -0.83 -1.63 -1.023
H -1.101589 -3.900358 9.874471 0.17 0.01 -0.05 0.447
C 1.030723 9.987099 8.395008 -0.30 0.40 -0.28 -0.928
H -5.313186 -1.563678 4.284215 0.05 0.46 0.05 0.447
H -4.544980 0.891762 9.345815 0.05 -0.07 0.34 0.363
H -0.001840 -0.258415 11.047349 -0.36 0.24 -0.28 0.454
H 0.607076 10.864923 7.893882 0.32 -0.33 0.12 0.365
H -5.664176 4.429084 4.912330 0.66 -0.56 -0.41 0.264
H -6.318288 -0.160004 4.660837 0.06 0.00 0.03 0.382
H -5.305348 4.091811 3.187035 0.44 -0.15 0.94 0.348
C 1.901850 -4.040812 11.507658 -0.39 -0.12 -0.28 -0.386
C -4.229113 -0.233019 6.453716 0.07 -0.14 0.28 -1.642
C -0.891979 8.622348 12.833610 -0.20 0.41 0.74 0.985
C 0.742135 8.164226 9.912928 -0.68 0.26 0.57 -0.628
H 1.165934 8.337088 12.301031 -0.47 -0.28 0.45 0.381
C -1.537015 4.085563 10.787391 0.14 -0.55 0.06 -1.124
C 0.425400 -2.387209 12.498011 0.08 -0.26 -0.37 0.095
C -1.229310 1.209991 10.011079 -0.55 -0.01 -0.57 -1.061
H -1.948314 -0.039077 4.818509 -0.37 -0.02 0.08 0.409
C -3.823576 6.121765 3.497427 0.40 0.41 0.01 -1.908
P -3.024216 2.623177 5.253003 1.99 -1.15 -0.28 -0.206
H -5.780163 1.903460 3.407934 0.31 0.09 0.65 0.379
C -1.542761 6.444931 9.309481 0.07 -0.41 0.95 -0.269
H 2.453029 6.952298 10.344026 -0.05 0.22 -0.22 0.434
C -2.529421 1.604467 9.521155 0.59 -2.06 0.52 0.598
H 2.853758 -4.587266 11.530758 -0.48 0.29 -0.09 0.381
```
Positions in Å, forces in eV/Å.

Properties
- lowest unoccupied orbital energy (eV) = -4.040
- 2S+1 = 1
- net charge = +1
- gap between HOMO and LUMO (eV) = 5.54
- highest occupied orbital energy (eV) = -9.58
- energy relative to the best compared isomer or geometry (same formula, charge and spin) (kcal per mole) = 0.0